36
Properties=species:S:1:pos:R:3 method="wB97M-V/def2-TZVPD" homo_ev="-16.4 / -16.7" energy_ha=-2124.34335 spin_multiplicity=4 total_charge=+2
O -1.07238 -3.34942 0.16844
H -2.85376 0.47925 2.17275
H 0.16407 4.06682 -2.68845
H -2.59127 0.36387 0.43921
C 0.90747 3.33309 -2.39059
O 2.31723 -2.47766 -1.65849
O -1.65341 2.55526 -0.92400
H 4.28594 2.75679 -2.52798
O -2.78960 -1.95755 -1.20638
O -0.41995 1.19480 0.37484
Tc 1.06907 -0.01162 0.11244
C 0.52760 2.26530 -1.54841
H -4.02426 -0.38687 1.21983
N 1.81061 -2.24646 -0.66248
N 1.52034 1.40387 -1.27663
C 2.81429 1.54700 -1.60103
H -3.25079 -2.80222 -1.37582
H 0.04802 -3.49769 2.73962
O 0.55427 -1.12441 1.75434
C -0.62351 2.03583 -0.72020
O -0.61816 -2.91319 3.15130
O -0.54524 -0.97356 -0.76770
O -3.07006 -2.45131 1.92531
H 2.49114 4.41860 -3.35696
C -2.27284 -1.43402 1.56296
P -1.50667 -2.05667 -0.36121
O -1.10082 -0.48133 3.64537
O 3.02358 -0.00414 0.21416
C 3.24975 2.63125 -2.34775
H -2.57933 -3.31983 2.01374
O 4.81414 0.48409 -0.96514
C 2.26792 3.53242 -2.78976
C -2.98321 -0.15863 1.31549
H -0.84141 -0.57402 4.58439
C 3.65876 0.62429 -0.76397
P -0.72751 -1.47191 2.53873